This record from the OMol25 dataset describes an isolated ion of composition C5H15N2 and charge +1. The level of theory is ωB97M-V with the def2-TZVPD basis set.

Calculated values
charge	+1
SMILES	CC(C)[NH2+]CCN
calculated total energy	-8402.21033	eV
F_max	1.7	eV/A
E_LUMO	-2.775	eV
Kohn-Sham gap	11.73	eV

Last column: Mulliken charge in e.
Geometry (Å):
N1 -0.2174 1.3481 -1.8351  -0.638
C1 -1.5123 0.7249 -1.6215  -0.410
C2 -1.4451 -0.1620 -0.3796  -0.625
N2 -0.0148 -0.6572 -0.2180  -0.290
C3 0.6618 0.7200 1.8156  -1.410
C4 0.5403 -0.6507 1.1815  0.354
C5 1.8417 -1.4630 1.1471  -1.386
H1 -0.1658 1.7596 -2.7692  0.249
H2 0.4904 0.0099 -0.8507  0.603
H3 -0.0488 2.1654 -1.2513  0.197
H4 -2.3258 1.4380 -1.4625  0.323
H5 -1.7624 0.1147 -2.4866  0.386
H6 -1.6899 0.2992 0.5706  0.250
H7 -2.0428 -1.0660 -0.4893  0.385
H8 0.1909 -1.5121 -0.7271  0.398
H9 1.1439 0.5575 2.7805  0.448
H10 1.2728 1.4013 1.2327  0.349
H11 -0.3256 1.0587 2.1329  0.428
H12 -0.1654 -1.2781 1.7260  0.245
H13 2.4466 -1.4218 0.2347  0.391
H14 1.6512 -2.5312 1.2603  0.400
H15 2.5046 -1.1032 1.9287  0.355



This record from the OMol25 dataset describes a 4-piece molecular cluster, C25H47BN3O15P3 overall. The level of theory is ωB97M-V with the def2-TZVPD basis set.

Calculated values
charge	0
SMILES	CCCCCCc1nc2cccc(OC#N)c2nc1CB(O)O.COP(=O)(OC)OC.COP(=O)(OC)OC.COP(=O)(OC)OC
calculated total energy	-90399.41264	eV
F_max	9.9	eV/A
E_LUMO	-2.719	eV
Kohn-Sham gap	6.07	eV

Last column: Mulliken charge in e.
Geometry (Å):
C1 3.2378 -1.6202 -0.8706  -0.841
C2 1.6214 -1.7193 -0.7430  -0.336
C3 0.9412 -0.2690 -0.8997  -0.057
C4 1.3400 0.5340 -2.2341  -0.590
C5 0.2466 0.4809 -3.4145  -0.844
C6 -0.3838 -0.9794 -3.6881  0.028
C7 -1.9410 -1.0386 -3.2399  0.437
N1 -2.3221 -0.1876 -2.1582  -0.181
C8 -3.7100 -0.3179 -1.7935  0.016
C9 -4.2206 0.5844 -0.5943  -0.554
C10 -5.6945 0.5993 -0.1059  -0.625
C11 -6.6905 -0.3730 -0.8802  -0.491
C12 -6.1824 -1.2851 -2.0490  0.322
O1 -7.1036 -2.1813 -2.7175  -0.340
C13 -8.0928 -1.4273 -3.4169  0.360
N2 -8.6878 -0.5512 -4.0136  -0.400
C14 -4.6688 -1.2713 -2.5490  0.710
N3 -4.3492 -2.1595 -3.6399  -0.527
C15 -2.9663 -1.9778 -3.9544  0.162
C16 -2.3989 -2.8574 -5.1986  -0.804
B1 -1.6590 -4.2291 -4.7287  0.553
O2 -2.2258 -5.0676 -3.6944  -0.549
O3 -0.4336 -4.6171 -5.4094  -0.594
H1 3.5385 -1.3850 -1.9471  0.220
H2 3.6701 -2.6038 -0.4656  0.286
H3 3.5536 -0.7553 -0.1822  0.165
H4 1.1536 -2.5234 -1.4117  0.164
H5 1.4260 -2.0524 0.3529  0.264
H6 -0.1838 -0.3963 -0.7303  0.081
H7 1.3236 0.3636 -0.0040  0.175
H8 2.3554 0.2578 -2.6818  0.211
H9 1.4262 1.6509 -1.9263  0.268
H10 0.8067 0.7801 -4.3876  0.344
H11 -0.5432 1.3068 -3.2614  0.370
H12 0.2301 -1.8406 -3.2247  -0.105
H13 -0.3495 -1.1441 -4.8237  0.266
H14 -3.4452 1.2591 -0.0673  0.447
H15 -6.0298 1.2919 0.7425  0.391
H16 -7.7812 -0.3659 -0.5509  0.327
H17 -3.3332 -3.1894 -5.8067  0.334
H18 -1.7828 -2.2141 -5.9303  0.316
H19 -2.2671 -4.5378 -2.8666  0.318
H20 0.3486 -4.5195 -4.8238  0.306
C17 -2.1161 0.2635 4.3615  -0.736
O4 -0.9584 0.3845 3.5392  -0.244
P1 0.3518 1.3407 4.1098  1.037
O5 1.2875 0.6652 3.1090  -0.524
O6 0.3677 0.5253 5.5328  -0.376
C18 0.7766 -0.8319 5.5471  -0.669
O7 1.6190 2.3301 4.7142  -0.348
C19 2.2909 3.1296 3.7502  -0.509
H21 -3.0035 0.4152 3.7450  0.251
H22 -2.1479 -0.7475 4.7722  0.253
H23 -2.1182 0.9882 5.1774  0.339
H24 0.8009 -1.2790 4.5530  0.300
H25 0.0662 -1.3942 6.1580  0.257
H26 1.7662 -0.9017 6.0046  0.259
H27 1.5803 3.5711 3.0507  0.244
H28 3.0299 2.5329 3.2126  0.203
H29 2.8133 3.9336 4.2782  0.257
C20 9.6043 -6.0028 1.4268  -0.662
O8 8.3836 -5.5213 0.8713  -0.316
P2 7.6971 -4.0881 1.5290  1.062
O9 6.8273 -3.8986 0.2901  -0.610
O10 9.1155 -3.2814 1.3617  -0.354
C21 9.5756 -2.9549 0.0612  -0.701
O11 7.0412 -2.7060 2.3096  -0.315
C22 5.6278 -2.6955 2.4600  -0.595
H30 9.5158 -7.0775 1.5935  0.261
H31 10.4072 -5.8283 0.7080  0.229
H32 9.8479 -5.5123 2.3708  0.326
H33 9.0548 -3.5034 -0.7240  0.352
H34 10.6384 -3.2030 0.0048  0.258
H35 9.4560 -1.8812 -0.1007  0.258
H36 5.2648 -3.6795 2.7584  0.334
H37 5.1506 -2.3818 1.5300  0.234
H38 5.3719 -1.9722 3.2407  0.245
C23 -5.9484 5.2804 -1.2623  -0.760
O12 -5.1314 4.8324 -0.1836  -0.249
P3 -3.8224 5.8286 0.3178  1.078
O13 -3.7644 5.0677 1.6395  -0.629
O14 -4.8118 7.1285 0.4607  -0.369
C24 -5.7947 7.1404 1.4823  -0.683
O15 -2.5017 6.8235 0.7826  -0.340
C25 -1.3083 6.1389 1.1386  -0.648
H39 -6.0988 4.4530 -1.9575  0.281
H40 -6.9197 5.5790 -0.8632  0.257
H41 -5.5004 6.1204 -1.7958  0.344
H42 -5.9631 6.1569 1.9216  0.337
H43 -6.7348 7.4855 1.0451  0.258
H44 -5.4907 7.8426 2.2620  0.260
H45 -1.1160 5.3139 0.4520  0.318
H46 -1.3753 5.7703 2.1638  0.243
H47 -0.4773 6.8489 1.0798  0.302



This record from the OMol25 dataset describes C32H23BrN4O4OsPS2 as an isolated structure. The level of theory is ωB97M-V with the def2-TZVPD basis set.

Calculated values
charge	+1
calculated total energy	-151169.41564	eV
F_max	3.2	eV/A
spin multiplicity	5
E_LUMO (spin up / spin down)	-3.376 / -5.135	eV
⟨S²⟩	6.0330
Kohn-Sham gap (spin up / spin down)	7.37 / 6.18	eV

Last column: Löwdin spin population.
Geometry (Å):
Os1 -1.1867 -1.2444 0.5481  2.798
O1 1.0047 1.3479 2.4661  0.025
C1 0.5316 0.2634 2.4303  0.021
O2 -0.7223 -0.1048 2.2876  0.185
C2 1.4541 -0.9784 2.4434  0.006
P1 1.3057 -1.6471 0.8173  0.061
C3 2.0897 -0.4923 -0.2942  0.018
C4 3.0573 0.4764 0.0858  0.005
C5 3.6556 1.2958 -0.8313  0.001
C6 3.2735 1.2913 -2.1400  0.003
C7 2.3415 0.3875 -2.5634  0.000
C8 1.7563 -0.5769 -1.6495  0.010
C9 2.1007 -3.3043 0.7678  0.002
C10 2.1751 -4.0556 1.9187  0.001
C11 2.7882 -5.2915 1.9092  0.000
C12 3.2993 -5.7691 0.7387  0.001
C13 3.2081 -5.0385 -0.4566  0.000
C14 2.6193 -3.7642 -0.4271  0.001
H1 1.1704 -1.6279 3.2644  0.000
H2 2.4480 -0.6909 2.6742  0.000
H3 3.3487 0.5260 1.1294  0.000
H4 4.4675 1.9718 -0.5500  0.000
H5 3.6446 2.0769 -2.8041  0.000
H6 1.9164 0.4166 -3.5382  0.000
H7 1.0433 -1.2444 -2.0448  0.002
H8 1.7083 -3.6823 2.8318  0.000
H9 2.9905 -5.8098 2.8172  0.000
H10 3.7754 -6.7187 0.7234  0.000
H11 3.5913 -5.4757 -1.3774  0.000
H12 2.6660 -3.1750 -1.3039  0.000
C15 -1.3455 -1.9424 -3.3954  0.005
O3 -1.3824 -1.0309 -2.2901  0.068
C16 -1.4686 0.3174 -2.5680  0.021
C17 -1.3864 0.9188 -3.8055  -0.007
C18 -1.3134 2.3519 -3.8422  0.030
Br1 -1.1963 3.1817 -5.5539  0.008
C19 -1.2709 3.1472 -2.7373  0.000
C20 -1.2255 2.5315 -1.4958  0.028
C21 -1.3662 1.1402 -1.4089  -0.005
O4 -1.3243 0.5578 -0.2347  0.180
C22 -1.2856 3.3544 -0.2752  0.002
N1 -1.2261 2.9757 1.0001  0.006
C23 -1.1856 4.0677 1.8519  0.001
C24 -1.1691 4.2428 3.2192  0.001
C25 -1.1871 5.5601 3.7191  0.001
C26 -1.1329 6.6536 2.8488  0.002
C27 -1.2369 6.4869 1.4725  0.000
C28 -1.2467 5.2030 1.0475  0.001
N2 -1.3255 4.7149 -0.2743  0.005
H13 -2.3258 -1.9852 -3.8964  0.000
H14 -1.1143 -2.9180 -2.9337  0.001
H15 -0.6189 -1.7438 -4.1437  0.000
H16 -1.3606 0.3805 -4.7434  -0.001
H17 -1.1836 4.2117 -2.8783  -0.001
H18 -1.1192 2.0052 1.2963  0.001
H19 -1.1771 3.3630 3.8265  0.000
H20 -1.1251 5.7177 4.8083  0.000
H21 -1.1544 7.5655 3.3724  0.000
H22 -1.1051 7.3168 0.7758  0.000
H23 -1.4295 5.2929 -1.0765  0.000
S1 -3.4373 -1.7040 0.4837  0.236
C29 -3.0152 -3.2799 1.0860  0.024
S2 -1.3366 -3.3977 1.3581  0.116
C30 -3.8922 -4.2935 1.1527  0.059
C31 -5.1397 -4.1733 0.5480  0.008
N3 -6.1206 -4.0507 -0.0673  0.035
C32 -3.4688 -5.5610 1.6922  0.005
N4 -3.1233 -6.5405 2.1885  0.024



This record from the OMol25 dataset describes one molecule with the formula C6H7Br. The level of theory is ωB97M-V with the def2-TZVPD basis set.

Calculated values
charge	0
SMILES	C[C@H]1C=CC=C1Br
calculated total energy	-76375.95168	eV
F_max	4.2	eV/A
E_LUMO	0.670	eV
Kohn-Sham gap	8.92	eV

Last column: Mulliken charge in e.
Geometry (Å):
C1 -0.3095 -1.8884 -0.0656  -0.780
C2 1.0909 -1.8556 -0.2036  -0.047
C3 -0.7438 -0.7196 0.4826  -0.511
C4 1.4829 -0.5908 0.0203  -0.311
C5 0.3706 0.3337 0.5087  0.383
C6 0.1456 1.6318 -0.3089  -0.956
Br1 3.2281 0.0406 0.0196  -0.138
H1 -0.7308 -2.8178 -0.0190  0.467
H2 1.9088 -2.5276 -0.5610  0.369
H3 -1.8139 -0.5853 0.8981  0.296
H4 0.4532 0.4346 1.5807  0.345
H5 0.2969 1.4155 -1.4708  0.273
H6 0.8742 2.4254 0.1625  0.279
H7 -0.8850 1.9720 -0.0898  0.329